# 1
A structure of composition C24H32Cl2N3O3Pt at a distorted geometry. Source: the Open Molecules 2025 dataset; level of theory: ωB97M-V with the def2-TZVPD basis set.

ORCA input file:
```
! RIJCOSX wB97M-V def2-TZVPD def2/J DEFGRID3
* xyz -1 3
O -1.652 -0.963 0.259
C -2.794 -0.794 -0.495
C -3.130 -2.127 -1.185
C -2.159 -3.102 -1.380
H -1.146 -2.940 -1.013
C -2.461 -4.269 -2.089
H -1.653 -4.989 -2.237
C -3.743 -4.482 -2.587
H -3.966 -5.390 -3.142
C -4.729 -3.509 -2.373
H -5.733 -3.666 -2.759
C -4.426 -2.344 -1.679
H -5.163 -1.562 -1.512
H -3.642 -0.608 0.202
C -2.998 1.752 -0.744
C -2.806 0.436 -1.424
H -3.369 2.525 -1.424
H -2.014 2.058 -0.345
H -3.718 1.642 0.078
C -2.587 0.268 -2.753
C -2.411 1.344 -3.755
H -2.513 -0.748 -3.132
H -3.152 1.270 -4.563
H -1.432 1.187 -4.218
H -2.448 2.346 -3.324
Pt 0.163 0.040 0.016
Cl 0.867 -1.547 -1.513
Cl -0.054 1.641 -1.809
C 2.585 1.307 -0.920
O 1.945 1.128 0.177
N 3.756 1.904 -0.931
C 4.245 2.552 0.267
C 4.605 1.874 -2.130
H 2.231 0.984 -1.904
H 3.504 2.391 1.059
H 4.361 3.628 0.064
H 5.213 2.110 0.546
H 4.147 1.208 -2.862
H 5.600 1.499 -1.894
H 4.701 2.861 -2.586
H -0.677 3.982 3.573
H -1.889 2.265 5.266
C -1.464 3.615 2.891
C -2.456 1.900 4.401
N -1.756 2.196 3.149
H -1.140 3.754 1.847
C -1.296 1.211 2.387
O -0.470 1.458 1.442
H -2.557 0.818 4.464
H -1.678 0.199 2.610
H -2.378 4.198 3.084
H -3.447 2.368 4.423
N 1.337 -1.122 1.356
C 2.468 -1.499 1.376
C 3.731 -2.017 1.761
C 4.885 -1.962 0.935
C 6.094 -2.451 1.444
C 6.135 -2.973 2.750
C 4.991 -3.037 3.556
C 3.787 -2.563 3.054
H 4.789 -1.545 -0.068
H 7.001 -2.427 0.826
H 7.081 -3.341 3.139
H 5.015 -3.452 4.561
H 2.856 -2.586 3.619
*
```

Calculated values
<S²>	2.02

---

# 2
A structure of composition C24H32ClN2O4P2Pd at a distorted geometry. Source: the Open Molecules 2025 dataset; level of theory: ωB97M-V with the def2-TZVPD basis set.

ORCA input file:
```
! RIJCOSX wB97M-V def2-TZVPD def2/J DEFGRID3
* xyz 3 5
C 0.358 -0.170 -6.540
C 0.133 0.249 -5.128
H 1.432 -0.190 -6.708
H -0.108 0.531 -7.229
H -0.063 -1.156 -6.717
O 0.991 0.539 -4.317
Cl -1.598 0.302 -4.641
Pd -0.074 0.017 0.216
P -0.250 2.282 -0.325
C 1.049 3.321 0.415
C -0.226 2.799 -2.057
H -0.402 3.882 -2.132
H -1.932 4.019 0.030
H -1.003 2.249 -2.596
H -2.651 2.403 -0.178
H 2.026 3.061 -0.001
H 0.750 2.542 -2.481
C -1.827 2.956 0.280
H 0.860 4.383 0.210
H -1.847 2.816 1.367
H 1.048 3.144 1.496
P -0.051 -2.311 0.010
C 1.335 -3.139 0.857
C -1.572 -3.025 0.699
H -0.781 -2.664 -2.247
H -0.057 -4.159 -1.560
H 0.995 -2.802 -2.082
C 0.032 -3.066 -1.635
H -2.436 -2.625 0.161
H -1.573 -4.118 0.609
H 1.232 -4.230 0.783
H 1.343 -2.832 1.906
H -1.625 -2.731 1.753
H 2.281 -2.861 0.383
C 1.699 0.154 0.913
O 2.586 0.235 1.655
O -0.381 2.513 2.870
C -0.479 1.353 3.251
N -0.758 1.065 4.590
C -0.525 -0.325 4.844
C -0.406 -0.868 3.424
O -0.343 -2.095 3.242
N -0.346 0.160 2.556
C 0.790 -0.495 5.593
C 1.873 -1.206 5.072
C 3.068 -1.305 5.795
C 3.176 -0.686 7.040
C 2.094 0.036 7.561
C 0.902 0.131 6.836
C -1.747 -0.919 5.499
C -1.692 -1.708 6.650
C -2.894 -2.121 7.245
C -4.114 -1.795 6.651
C -4.156 -1.067 5.457
C -2.962 -0.640 4.875
H -0.625 1.801 5.253
H 1.780 -1.701 4.109
H 3.893 -1.869 5.353
H 4.098 -0.779 7.608
H 2.152 0.541 8.529
H 0.046 0.678 7.240
H -0.711 -1.969 7.056
H -2.839 -2.683 8.181
H -5.041 -2.111 7.115
H -5.092 -0.806 4.969
H -2.957 -0.071 3.943
*
```

Calculated values
<S²>	6.03

---

# 3
A structure of composition C24H32ClN3Tc at a distorted geometry. Source: the Open Molecules 2025 dataset; level of theory: ωB97M-V with the def2-TZVPD basis set.

ORCA input file:
```
! RIJCOSX wB97M-V def2-TZVPD def2/J DEFGRID3
* xyz -2 4
Tc -2.648 -1.416 -0.539
Cl -1.576 0.227 -1.625
C -2.298 -2.096 1.393
C -1.032 -1.905 1.940
C -0.879 -2.058 3.326
C -1.957 -2.450 4.126
C -3.192 -2.728 3.534
C -3.367 -2.583 2.147
H -0.208 -1.629 1.285
H 0.083 -1.852 3.799
H -4.027 -3.046 4.163
H -4.305 -2.827 1.649
C -1.779 -2.537 5.616
H -2.546 -3.174 6.063
H -1.847 -1.547 6.084
H -0.792 -2.942 5.861
C 3.531 4.490 -0.648
N 2.426 3.708 -0.945
H 5.595 3.850 -0.234
N 4.067 2.361 -0.675
H 3.509 5.561 -0.580
C 1.061 4.160 -1.230
C 0.987 5.666 -1.132
C 0.681 3.672 -2.620
H 1.646 6.146 -1.865
H -0.042 5.976 -1.346
H 1.244 6.011 -0.124
H -0.902 3.793 -0.456
H 0.373 3.800 0.790
H 0.743 2.580 -2.676
C 0.129 3.491 -0.232
H 1.338 4.112 -3.378
H -0.352 3.977 -2.829
H 0.196 2.401 -0.307
C 4.570 3.636 -0.477
C 4.664 0.397 -1.957
H 5.130 0.987 -2.753
H 5.169 -0.576 -1.903
C 4.802 1.093 -0.611
H 4.643 -0.754 0.461
C 6.252 1.352 -0.270
H 6.351 1.838 0.708
H 3.610 0.235 -2.202
H 3.078 0.053 0.180
H 6.739 1.967 -1.037
H 6.776 0.390 -0.225
C 4.130 0.216 0.433
H 4.193 0.674 1.426
C 2.747 2.402 -0.946
N -3.993 -2.369 -1.295
C -4.786 -3.445 -1.503
C -6.138 -3.364 -1.970
C -6.895 -4.520 -2.081
C -6.355 -5.770 -1.727
C -5.043 -5.858 -1.246
C -4.257 -4.719 -1.145
H -6.521 -2.368 -2.207
H -7.921 -4.462 -2.450
H -6.958 -6.676 -1.824
H -4.613 -6.815 -0.952
H -3.232 -4.734 -0.760
*
```

Calculated values
<S²>	3.81

---

# 4
The molecule C24H32ClN5O2. Source: the Open Molecules 2025 dataset; level of theory: ωB97M-V with the def2-TZVPD basis set.

ORCA input file:
```
! RIJCOSX wB97M-V def2-TZVPD def2/J DEFGRID3
* xyz 0 1
C 1.055 7.004 -3.156
C 0.574 6.611 -1.763
C 1.287 7.449 -0.700
N 0.861 5.200 -1.527
C -0.047 4.555 -0.602
C 0.464 3.143 -0.269
C -0.440 2.517 0.791
O -1.502 3.015 1.111
N -0.004 1.367 1.360
C 1.174 0.599 1.033
C 0.770 -0.735 0.399
N -0.100 -1.451 1.311
C -0.021 -2.810 1.365
N 0.856 -3.365 0.509
C 0.982 -4.669 0.463
N 0.288 -5.556 1.154
C -0.539 -5.015 2.041
C -0.715 -3.657 2.252
C -1.573 -3.422 3.471
C -0.850 -2.575 4.519
C -1.858 -4.842 4.017
C -1.381 -5.851 2.963
O -0.669 -6.909 3.555
C -1.285 -0.687 1.631
C -0.881 0.649 2.261
C 0.464 2.285 -1.507
C -0.727 1.748 -1.983
C -0.750 0.973 -3.129
C 0.433 0.736 -3.812
Cl 0.415 -0.235 -5.243
C 1.628 1.272 -3.362
C 1.637 2.043 -2.213
H 0.898 8.066 -3.325
H 0.512 6.451 -3.921
H 2.116 6.787 -3.256
H -0.513 6.806 -1.698
H 2.358 7.279 -0.764
H 0.953 7.171 0.296
H 1.084 8.505 -0.850
H 0.848 4.695 -2.408
H -0.079 5.137 0.321
H -1.079 4.485 -0.984
H 1.481 3.250 0.117
H 1.721 0.401 1.963
H 1.823 1.141 0.351
H 0.257 -0.545 -0.554
H 1.646 -1.352 0.205
H 1.717 -5.056 -0.231
H -2.522 -2.945 3.202
H -0.612 -1.585 4.142
H -1.474 -2.467 5.404
H 0.079 -3.062 4.807
H -2.910 -4.978 4.258
H -1.277 -5.024 4.921
H -2.231 -6.259 2.386
H -0.096 -7.284 2.875
H -1.845 -0.480 0.706
H -1.931 -1.238 2.307
H -0.356 0.479 3.207
H -1.761 1.270 2.440
H -1.647 1.940 -1.451
H -1.676 0.557 -3.492
H 2.541 1.089 -3.906
H 2.567 2.470 -1.867
*
```

---

# 5
A structure of composition C24H32FNOSYb at a distorted geometry. Source: the Open Molecules 2025 dataset; level of theory: ωB97M-V with the def2-TZVPD basis set.

ORCA input file:
```
! RIJCOSX wB97M-V def2-TZVPD def2/J DEFGRID3
* xyz 2 1
C 6.595 2.079 3.129
C 7.191 1.128 1.892
C 6.819 1.892 0.491
F 8.117 2.151 -0.235
C 5.752 1.105 -0.473
C 6.221 0.901 -2.063
C 5.215 0.160 -3.129
C 3.719 -0.370 -2.604
C 3.198 -0.208 -1.064
C 4.265 0.544 -0.017
C 3.827 0.746 1.554
N 1.878 -0.602 -0.473
C 1.053 -1.534 -1.305
C -0.243 -2.253 -0.527
C -0.606 -2.011 1.065
C -2.001 -1.116 1.258
C -3.373 -2.000 1.107
C -4.713 -1.160 1.649
C -4.678 0.430 1.215
C -6.253 0.942 1.107
C -6.807 0.856 -0.458
O -7.916 1.814 -0.600
C -7.426 3.166 -0.916
C -1.279 -3.274 -1.349
C -1.103 -3.619 -2.959
C 0.186 -2.937 -3.717
C 1.214 -1.912 -2.887
S 2.617 -1.176 -3.886
H 5.751 2.813 2.760
H 6.109 1.387 3.944
H 7.443 2.785 3.589
H 6.752 0.045 1.959
H 8.355 1.033 2.091
H 6.361 2.979 0.672
H 7.255 1.286 -2.488
H 5.561 0.047 -4.266
H 2.770 0.326 1.831
H 4.597 0.167 2.258
H 3.906 1.899 1.780
H 1.339 0.237 -0.147
H -0.819 -3.069 1.548
H 0.277 -1.434 1.616
H -2.000 -0.647 2.356
H -2.049 -0.208 0.512
H -3.368 -3.014 1.696
H -3.553 -2.161 -0.044
H -5.629 -1.643 1.057
H -4.923 -1.335 2.791
H -4.062 0.996 2.051
H -4.218 0.555 0.133
H -6.975 0.230 1.732
H -6.356 2.028 1.561
H -5.958 1.034 -1.243
H -7.251 -0.235 -0.613
H -8.013 3.606 -1.857
H -6.278 3.192 -1.239
H -7.589 3.932 -0.044
H -2.227 -3.775 -0.824
H -1.835 -4.308 -3.561
H 0.367 -3.180 -4.857
Yb -5.213 0.689 -2.557
*
```

---

# 6
A structure of composition C24H32IN3Re at a distorted geometry. Source: the Open Molecules 2025 dataset; level of theory: ωB97M-V with the def2-TZVPD basis set.

ORCA input file:
```
! RIJCOSX wB97M-V def2-TZVPD def2/J DEFGRID3
* xyz 2 4
C -5.534 0.134 -0.055
C -5.545 1.630 -0.348
H -5.989 -0.425 -0.879
H -6.102 -0.098 0.854
H -4.513 -0.252 0.074
H -4.829 1.889 -1.134
H -6.538 1.943 -0.688
H -5.304 2.220 0.542
C 0.371 -2.962 -2.094
C 1.135 -3.849 -2.838
C 1.992 -3.388 -3.850
C 2.041 -2.031 -4.122
H -0.346 -3.251 -1.326
H 1.040 -4.910 -2.617
H 2.592 -4.082 -4.434
H 2.629 -1.579 -4.931
N 0.469 -1.611 -2.325
C 1.259 -1.161 -3.356
C 1.242 0.251 -3.450
N 0.414 0.799 -2.498
C 0.351 2.165 -2.326
C 2.124 2.417 -3.957
C 1.256 2.967 -3.007
H -0.414 2.503 -1.624
H 1.272 4.031 -2.786
C 2.088 1.060 -4.222
H 2.696 0.563 -4.984
H 2.818 3.053 -4.500
Re -0.269 -0.293 -0.935
I -2.332 -1.602 -0.075
C 0.045 -1.204 5.308
C -0.350 -0.471 4.055
C -1.571 0.210 3.981
C -1.926 0.949 2.844
C -3.274 1.614 2.765
C -0.995 1.065 1.796
C 0.163 0.265 1.794
C 0.504 -0.456 2.947
N 0.854 0.075 0.548
C 2.427 -0.005 0.615
C 2.958 0.856 1.777
C 2.796 -1.477 0.723
C 3.032 0.556 -0.657
H 0.209 -0.515 6.150
H -0.744 -1.902 5.613
H 0.972 -1.763 5.139
H -2.264 0.178 4.835
H -4.068 0.910 3.057
H -3.355 2.485 3.439
H -3.478 1.965 1.744
H -1.188 1.775 0.980
H 1.429 -1.027 2.962
H 2.766 0.417 2.759
H 4.051 0.961 1.690
H 2.532 1.869 1.739
H 2.472 -2.021 -0.181
H 3.891 -1.574 0.805
H 2.350 -1.963 1.597
H 2.869 -0.084 -1.536
H 2.690 1.577 -0.873
H 4.130 0.607 -0.523
*
```

Calculated values
<S²>	3.79

---

# 7
A structure of composition C24H32N10OS2Sn at a distorted geometry. Source: the Open Molecules 2025 dataset; level of theory: ωB97M-V with the def2-TZVPD basis set.

ORCA input file:
```
! RIJCOSX wB97M-V def2-TZVPD def2/J DEFGRID3
* xyz 2 1
Sn 10.438 10.794 9.580
O 8.645 10.150 13.426
C 8.894 10.436 12.290
N 10.120 10.415 11.712
C 11.278 10.006 12.489
C 12.463 10.793 12.114
C 13.435 10.963 13.083
C 14.503 11.850 12.786
C 14.544 12.409 11.469
C 13.505 12.168 10.559
N 12.496 11.336 10.858
C 7.807 10.878 11.339
C 6.504 11.083 11.728
C 5.607 11.612 10.872
C 5.940 11.849 9.572
C 7.229 11.537 9.201
N 8.122 11.079 10.058
H 11.504 8.988 12.222
H 11.074 9.968 13.563
H 13.339 10.543 14.044
H 15.337 12.058 13.409
H 15.379 13.080 11.159
H 13.575 12.595 9.574
H 6.269 10.852 12.737
H 4.651 11.871 11.184
H 5.280 12.299 8.828
H 7.537 11.578 8.179
N 16.694 5.025 13.581
C 17.314 5.440 12.328
C 17.243 6.939 12.143
C 15.850 7.431 11.812
N 15.033 7.284 13.077
C 15.206 6.612 10.750
C 15.314 5.091 10.829
N 14.429 4.645 11.974
C 16.735 4.651 11.159
H 16.809 5.694 14.343
H 16.999 4.102 13.878
H 15.629 4.915 13.370
H 18.325 5.093 12.525
H 17.993 7.225 11.458
H 17.669 7.319 13.140
H 15.878 8.476 11.473
H 14.004 7.214 13.021
H 15.181 8.042 13.727
H 15.778 6.725 9.835
H 14.209 6.993 10.541
H 14.950 4.679 9.893
H 14.378 3.643 11.857
H 13.530 4.888 11.683
H 17.383 4.725 10.296
H 16.724 3.642 11.432
N 10.167 13.724 11.818
C 10.445 14.018 10.533
N 10.453 13.207 9.513
C 10.684 13.867 8.335
C 10.766 15.192 8.435
S 10.681 15.659 10.135
C 10.581 13.111 7.069
C 11.354 13.250 5.979
S 10.711 12.262 4.709
C 9.393 11.761 5.733
N 9.482 12.309 6.930
N 8.535 10.772 5.440
H 9.985 12.779 12.138
H 10.077 14.507 12.483
H 10.923 15.861 7.630
H 12.234 13.819 5.710
H 8.459 10.494 4.474
H 8.161 10.253 6.267
*
```

---

Calculated ΔE to the lowest compared entry with this formula, charge and spin (eV), listed in the same order as above: 0.0000; 0.9536; 0.0000; 0.0000; 11.2797; 0.0000; 0.6862
Calculated molar mass (g mol⁻¹), listed in the same order as above: 676.522; 616.351; 495.994; 458.006; 574.631; 675.652; 659.434
Calculated total energy (a.u.), listed in the same order as above: -2363.35280; -2613.88611; -1638.85330; -1818.23935; -2718.90032; -1473.37919; -2566.82789